{"formula": "C4H10O2", "method": "the ωB97M-V functional and the def2-TZVPD basis", "e_lumo_ev": 0.9819, "homo_ev": -9.0, "fmax_ev_per_a": 0.55, "de_lowest_kcal_mol": 80.46, "species": ["C", "O", "C", "C", "C", "O", "H", "H", "H", "H", "H", "H", "H", "H", "H", "H"], "positions_angstrom": [[1.91256, 0.59146, -1.35822], [0.62915, -0.00747, -1.36443], [0.40458, -0.91434, -0.38596], [-0.76644, -1.52835, -0.23373], [-2.27045, 0.55328, 1.07089], [-1.86852, 0.95250, 2.13593], [2.70264, -0.16594, -1.27794], [2.01335, 1.11891, -2.30796], [2.01666, 1.31097, -0.53616], [1.05794, 0.96037, 1.47946], [1.24584, -1.11009, 0.28010], [-1.59303, -1.33286, -0.91053], [-0.90364, -2.23674, 0.57454], [-1.96540, 1.00921, 0.11069], [-2.98333, -0.29186, 0.99492], [0.36809, 1.09095, 1.72838]], "forces_ev_per_angstrom": [[0.26, 0.14, -0.04], [-0.13, -0.08, 0.01], [-0.17, -0.25, 0.16], [0.16, 0.02, -0.09], [0.03, 0.12, 0.34], [-0.25, -0.16, -0.46], [-0.12, 0.10, -0.04], [0.02, -0.08, 0.13], [-0.05, -0.14, -0.13], [-0.03, 0.09, 0.11], [-0.12, 0.03, -0.12], [0.12, -0.06, 0.07], [0.07, 0.06, -0.15], [0.01, 0.03, 0.13], [0.07, 0.13, 0.06], [0.14, 0.04, 0.01]], "mulliken_charge": [-0.663, -0.349, 0.157, -1.072, -0.076, -0.443, 0.320, 0.255, 0.290, 0.119, 0.421, 0.404, 0.256, 0.249, 0.243, -0.112]}

{"formula": "C26H72FeO24S3V", "method": "the ωB97M-V functional and the def2-TZVPD basis", "e_lumo_ev": [3.3478, 2.4586], "homo_ev": [-3.7, -3.6], "spin_multiplicity": 6, "total_charge": -2, "fmax_ev_per_a": 7.32, "species": ["Fe", "O", "V", "O", "S", "O", "O", "O", "O", "S", "O", "O", "O", "O", "S", "O", "O", "O", "O", "C", "O", "H", "H", "H", "H", "C", "O", "H", "H", "H", "H", "C", "C", "C", "O", "H", "H", "H", "H", "H", "H", "H", "H", "C", "C", "C", "O", "H", "H", "H", "H", "H", "H", "H", "H", "C", "C", "C", "O", "H", "H", "H", "H", "H", "H", "H", "H", "C", "C", "C", "O", "H", "H", "H", "H", "H", "H", "H", "H", "C", "C", "C", "O", "H", "H", "H", "H", "H", "H", "H", "H", "C", "C", "C", "O", "H", "H", "H", "H", "H", "H", "H", "H", "C", "C", "C", "O", "H", "H", "H", "H", "H", "H", "H", "H", "C", "C", "C", "O", "H", "H", "H", "H", "H", "H", "H", "H"], "positions_angstrom": [[5.73454, 2.21964, 0.49177], [-0.06478, 1.07470, 0.73609], [1.15904, 0.74244, -0.24694], [0.80298, -0.65605, -0.94872], [4.06998, 1.69187, -2.21950], [3.91702, 2.95830, -2.93428], [2.80545, 1.26647, -1.65681], [4.51825, 0.64859, -3.17634], [5.17244, 1.72363, -1.23811], [5.17700, 4.67420, -0.12612], [4.57981, 5.11954, -1.36754], [5.30969, 5.66381, 0.90325], [4.33004, 3.55836, 0.37723], [6.39456, 3.85378, -0.18688], [3.91494, -0.32230, 1.47967], [2.48183, -0.13553, 1.09173], [4.63006, -1.39322, 0.76865], [4.56996, 0.94914, 1.26909], [4.12558, -0.61755, 2.89838], [1.49556, 2.77771, -5.86245], [1.48910, 2.82398, -4.46080], [2.11621, 1.94782, -6.20037], [0.58502, 2.58724, -6.43055], [1.90624, 3.71754, -6.23146], [2.40283, 2.80737, -4.16681], [-0.64737, 2.96324, -1.99352], [0.08863, 1.75091, -2.05649], [-1.36741, 3.08949, -2.80204], [-1.10105, 2.98183, -1.00260], [-0.02185, 3.85574, -1.97756], [0.51093, 1.81059, -2.91656], [-2.55414, -2.26850, -4.91857], [-3.94995, -2.70483, -5.17580], [-4.09908, -3.26031, -6.58806], [-4.19591, -3.76240, -4.25817], [-1.87432, -3.11673, -4.99899], [-2.37991, -1.95649, -3.88881], [-2.23987, -1.52570, -5.65178], [-4.68765, -1.93464, -4.95059], [-3.70700, -4.25936, -6.77847], [-3.72731, -2.46073, -7.22880], [-5.13343, -3.39129, -6.90597], [-5.09320, -3.71617, -3.92006], [2.10832, -2.54021, -3.35681], [2.94679, -3.01356, -2.08649], [3.44802, -4.45587, -2.33377], [4.03967, -2.06519, -2.01914], [1.11141, -2.97506, -3.28479], [2.54750, -2.84409, -4.30701], [2.17203, -1.45224, -3.33781], [2.38768, -2.90914, -1.15666], [3.66338, -4.87866, -1.35246], [4.28350, -4.47797, -3.03348], [2.66648, -5.09105, -2.75071], [4.04759, -1.82732, -1.08912], [-2.73961, 0.02005, 2.44508], [-3.90318, 0.65851, 1.66680], [-3.79281, 0.22159, 0.26735], [-5.09092, 0.19354, 2.23016], [-1.79339, 0.15889, 1.92212], [-2.97879, -1.00052, 2.74397], [-2.73350, 0.56362, 3.38985], [-3.83634, 1.74457, 1.73099], [-4.48048, 0.75118, -0.39201], [-3.99219, -0.84026, 0.12308], [-2.79756, 0.32433, -0.16511], [-5.17590, 0.47793, 3.14312], [1.96996, -3.53789, 2.44083], [0.84031, -2.70216, 1.81131], [-0.37069, -3.64352, 1.67350], [0.64109, -1.61040, 2.72289], [2.94451, -3.05026, 2.41727], [2.26293, -4.39895, 1.84013], [1.70552, -3.87583, 3.44282], [1.11886, -2.30520, 0.83514], [-1.21215, -3.00444, 1.40588], [-0.58077, -4.16259, 2.60867], [-0.18538, -4.45901, 0.97441], [1.40073, -1.03022, 2.63391], [1.90468, 3.45130, 2.79083], [1.32128, 3.93048, 1.42056], [1.55246, 5.47192, 1.35458], [1.85644, 3.15590, 0.39348], [1.57423, 2.42432, 2.94645], [1.58147, 4.02791, 3.65753], [2.99342, 3.42073, 2.74830], [0.24336, 3.76986, 1.44034], [2.62390, 5.61597, 1.21534], [1.29436, 5.94624, 2.30141], [0.95783, 5.86748, 0.53114], [2.79533, 3.33895, 0.31228], [1.64815, -1.39359, 5.99436], [0.13162, -1.48441, 6.10622], [-0.47562, -2.87856, 5.88291], [-0.31252, -1.08384, 7.37266], [2.00400, -1.23744, 4.97599], [2.11017, -2.27743, 6.43420], [2.09679, -0.59171, 6.58074], [-0.25132, -0.79362, 5.35504], [-1.46346, -3.13858, 6.26327], [0.18520, -3.63467, 6.30686], [-0.56806, -2.95561, 4.79957], [0.00848, -1.72322, 8.01278], [-2.63974, 4.80579, 2.91217], [-2.15386, 5.98091, 2.05052], [-2.35849, 5.72099, 0.54271], [-2.93018, 7.17531, 2.51392], [-3.63084, 4.46554, 2.61208], [-2.56695, 5.08280, 3.96387], [-1.90506, 4.05773, 2.61427], [-1.14039, 6.28851, 2.30812], [-1.97245, 6.45928, -0.16015], [-3.44418, 5.75971, 0.45384], [-1.97920, 4.73507, 0.27400], [-2.33865, 7.92785, 2.44066], [-2.69822, -3.26152, -1.18425], [-2.60084, -4.82336, -1.27148], [-3.86160, -5.55723, -0.99210], [-2.29524, -5.22996, -2.60775], [-3.33332, -2.72275, -1.88743], [-1.72351, -2.89085, -1.50148], [-2.92494, -2.97854, -0.15633], [-1.82426, -5.05977, -0.54406], [-3.71256, -6.63313, -1.08342], [-4.63852, -5.20508, -1.67071], [-4.33151, -5.35593, -0.02942], [-2.89374, -4.70852, -3.14765]], "forces_ev_per_angstrom": [[-2.56, -0.93, -1.71], [0.76, -0.03, -0.77], [-0.01, -1.42, -1.12], [0.14, 1.64, 0.90], [0.01, -1.89, -7.07], [-0.15, 0.05, 0.91], [-2.04, -0.26, 2.70], [-0.26, 1.04, 1.12], [2.35, 0.01, 2.44], [-2.99, 3.79, -1.31], [1.56, 0.06, 0.86], [0.36, 0.74, 0.37], [-2.09, -1.80, 2.16], [4.76, -0.98, -0.67], [1.36, -5.10, 2.41], [-0.24, 0.40, -0.18], [-1.37, 0.90, -1.20], [2.35, 4.42, -0.95], [-1.78, 0.50, 0.10], [1.22, -0.17, -0.65], [-1.85, -0.29, -0.15], [0.47, 0.03, -0.08], [-0.80, 0.23, 1.00], [0.11, 0.05, -0.35], [0.88, 0.07, 0.69], [0.07, 0.67, 1.32], [-0.43, 0.40, 0.25], [-0.13, -0.39, 0.04], [-0.51, -0.21, -0.17], [0.49, -0.12, -0.32], [1.03, -0.41, -0.43], [1.05, 0.15, 0.17], [-0.38, -1.25, -0.05], [-0.99, 0.88, -0.47], [-0.37, -0.73, 0.79], [-0.05, -0.22, -0.36], [-0.27, 0.52, -0.12], [0.10, 0.19, 0.27], [0.10, 0.38, -0.38], [0.85, 0.36, 0.34], [0.39, -0.45, -0.52], [-0.42, 0.23, 0.36], [0.00, -0.02, -0.04], [0.62, -0.26, 1.54], [0.54, 0.90, -2.81], [-0.63, 0.42, 0.85], [-0.75, -1.49, 0.19], [-0.26, 0.37, -0.13], [0.32, -0.33, 0.13], [-0.61, -0.01, 0.05], [-0.39, -0.26, -0.19], [0.66, -0.26, -0.12], [0.15, 0.15, 0.29], [-0.27, 0.10, -0.10], [0.72, 0.53, 0.44], [-0.46, 1.14, 0.58], [1.99, -0.81, 0.92], [-0.42, -0.43, -2.10], [-1.81, -0.19, -0.07], [0.06, -0.29, 0.28], [0.16, -0.21, -0.59], [0.55, 0.07, 0.32], [0.02, 0.23, 0.00], [-0.17, 0.09, -0.08], [-0.26, -0.16, 0.41], [0.17, 0.44, 0.34], [0.25, 0.08, 0.01], [0.94, -0.18, -1.10], [1.22, -1.18, 1.07], [0.02, 1.18, 0.53], [-1.37, -0.61, -0.16], [-0.17, 0.74, 0.58], [-0.64, -0.54, -0.21], [-0.01, 0.16, 0.03], [0.00, -0.08, -0.06], [-0.32, -0.43, -0.21], [-0.08, 0.27, 0.32], [0.09, 0.42, -0.41], [0.25, 0.20, -0.28], [-0.45, -0.68, -0.69], [0.09, 0.84, 2.56], [0.29, -1.30, -0.70], [-1.65, -0.41, -0.65], [0.04, -0.14, 0.06], [-0.05, 0.23, -0.13], [0.05, 0.22, -0.02], [-0.10, -0.29, -0.14], [-0.02, 0.38, -0.28], [-0.25, -0.10, -0.04], [0.25, 0.38, -0.05], [0.84, 0.15, -0.22], [0.48, -0.42, 0.16], [-0.36, -0.46, -0.16], [0.72, -0.10, -1.31], [-0.33, 1.25, 1.26], [-0.08, -0.39, -0.03], [0.12, -0.40, -0.27], [-0.58, 0.43, 0.05], [-0.45, 0.11, 0.27], [-0.14, 0.95, 0.35], [0.26, -0.20, -0.30], [0.34, -0.70, -0.13], [0.07, -0.06, 0.04], [1.19, 0.67, -1.21], [-0.90, 1.55, 0.54], [-0.52, 0.19, 0.95], [0.20, -0.79, -0.67], [-0.04, 0.15, 0.15], [-0.10, -0.30, -0.10], [-0.18, -0.66, 0.63], [0.30, -0.74, -0.16], [0.32, 0.13, 0.36], [-0.13, -0.33, -0.37], [-0.06, 0.01, -0.04], [-0.05, 0.06, -0.08], [0.64, -0.79, -0.18], [-0.58, 1.63, -0.72], [-1.42, -0.01, 1.07], [1.23, 0.04, 0.43], [-0.76, -0.60, 0.06], [0.34, 0.10, 0.58], [0.11, 0.23, -0.11], [0.28, -0.50, -0.47], [-0.09, 0.05, -0.15], [0.04, -0.26, -0.48], [0.37, 0.00, 0.48], [-0.17, 0.11, -0.48]], "mulliken_charge": [0.897, -0.481, 0.894, -0.245, 1.559, -0.891, -0.173, -0.819, -0.451, 1.429, -0.614, -0.690, -0.106, -0.585, 0.902, -0.046, -1.006, -0.332, -0.692, -0.783, -0.369, 0.278, 0.294, 0.279, 0.247, -0.645, -0.031, 0.463, -0.147, 0.184, 0.003, -1.265, 0.639, -1.448, -0.519, 0.304, 0.161, 0.452, 0.364, 0.329, 0.373, 0.374, 0.239, -1.015, 2.488, -1.724, -0.575, 0.259, 0.487, -0.090, -1.138, 0.390, 0.348, 0.350, 0.160, -1.022, 1.263, -1.302, -0.632, -0.043, 0.369, 0.507, -0.231, 0.464, 0.168, 0.155, 0.351, -1.478, 2.087, -1.250, 0.072, 0.308, 0.396, 0.264, -1.158, -0.048, 0.331, 0.477, -0.321, -1.124, 0.999, -1.516, 0.337, 0.060, 0.473, 0.113, -0.150, 0.300, 0.373, 0.236, -0.285, -1.206, 0.966, -0.899, -0.615, 0.167, 0.330, 0.371, -0.067, 0.353, 0.367, -0.085, 0.343, -0.991, 0.860, -0.958, -0.610, 0.298, 0.354, 0.162, -0.001, 0.288, 0.464, -0.065, 0.321, -0.843, 0.592, -1.317, -0.626, 0.447, 0.145, 0.280, 0.121, 0.313, 0.209, 0.360, 0.367]}

{"formula": "C6H10O3Se", "method": "the ωB97M-V functional and the def2-TZVPD basis", "e_lumo_ev": [-0.6757, -1.6540], "homo_ev": [-5.7, -5.0], "fmax_ev_per_a": 4.76, "de_lowest_kcal_mol": 67.80, "species": ["C", "C", "C", "C", "C", "C", "O", "O", "O", "Se", "H", "H", "H", "H", "H", "H", "H", "H", "H", "H"], "positions_angstrom": [[1.59107, 0.24606, 0.98249], [0.93129, -1.06166, 0.76261], [-0.50905, -1.21277, 1.22415], [-0.86649, -0.05874, 2.18486], [0.20153, -0.69009, -1.51167], [-1.00835, 1.36054, -1.90073], [1.00187, -1.31851, -0.71366], [-0.65710, -2.39891, 1.98268], [-0.14568, 0.57026, -1.22269], [0.03095, 1.53163, 1.40883], [2.08842, 0.23406, 1.95746], [2.10901, 0.71612, 0.18039], [1.59828, -1.94431, 0.99339], [-1.16860, -1.32749, 0.34477], [-1.93303, 0.06319, 2.40125], [0.07431, -1.13205, -2.54199], [-0.56232, 2.27882, -2.31249], [-1.85312, 1.70404, -1.26561], [-1.46321, 0.90290, -2.77378], [-0.54222, -2.24816, 2.86883]], "forces_ev_per_angstrom": [[-1.94, 1.84, 2.59], [1.70, -1.43, -1.35], [-0.91, 0.61, 2.28], [1.27, 0.25, -1.03], [0.84, 1.39, -0.68], [-2.84, 2.09, -1.87], [-1.95, 0.36, -1.70], [-0.62, -1.92, -4.32], [2.32, -3.51, 0.70], [0.18, -0.99, 0.83], [0.34, 0.05, -0.53], [0.75, -0.18, -0.47], [-1.01, 1.04, 0.68], [0.15, -0.25, 0.15], [0.23, 0.15, -0.35], [-0.24, 0.60, 1.21], [0.52, -0.37, 0.56], [0.73, -0.45, -0.02], [0.00, -0.61, -0.12], [0.48, 1.34, 3.44]], "mulliken_charge": [-0.942, -0.153, 0.636, -0.971, 0.035, -0.783, -0.298, -0.563, -0.023, -0.149, 0.386, 0.424, 0.223, 0.175, 0.334, 0.372, 0.287, 0.276, 0.348, 0.388]}

Total energy: -308.769945, -6241.959877, -2861.519904 (hartree)